# 1
One molecule with the formula C6H6 at a distorted geometry. Source: OMol25; level of theory: the ωB97M-V functional and the def2-TZVPD basis.

XYZ file:
```
12
Properties=species:S:1:pos:R:3
C 0.6576 -0.2829 0.3587
C -3.2106 0.5730 0.3430
C -0.0583 -1.1960 -0.5586
C -2.0549 0.3052 0.0714
C -0.7640 -0.1659 -0.1016
C 1.9095 0.4996 -0.0618
H 2.4561 0.0507 -0.8739
H 2.5519 0.6193 0.7598
H 1.6479 1.5462 -0.3740
H 0.2482 -1.9043 -1.3341
H 0.8584 -0.5883 1.4321
H -4.2417 0.5434 0.3386
```

As for the SMILES: C#CC1=C[C@H]1C. The value obtained for the HOMO-LUMO gap is 9.28 eV. As for the relative energy (zero: lowest compared OMol25 entry of this formula, charge and spin): 115.89 kcal per mole.

***

# 2
C30H37GeN4O6SSn as an isolated structure at a distorted geometry. Source: OMol25; level of theory: the ωB97M-V functional and the def2-TZVPD basis.

XYZ file:
```
80
Properties=species:S:1:pos:R:3
Sn 0.3236 1.6358 1.1186
Ge 2.5165 -0.8322 -0.5564
S 3.2402 1.7514 0.5059
O 0.0004 -1.6490 2.2571
O -0.8768 3.7453 0.9041
O 2.1924 1.9453 -0.5205
O 2.6439 1.9971 1.8281
O 4.4232 2.5239 0.2705
O 3.6467 0.2484 0.3904
N -1.7784 0.0750 3.5613
N -0.5936 1.8957 -1.6569
N -3.0157 1.5635 1.3756
N -3.8714 4.7217 -4.8003
C 2.5835 -3.2589 -5.0221
C -1.3348 -0.5362 4.5902
C -4.2922 4.5868 -0.1543
C -3.2641 3.8056 0.3961
C 1.7953 -3.6551 -0.5361
C -1.0227 3.8571 -2.9453
C -1.7384 5.6103 -0.1767
C -3.0816 0.6749 3.6261
C -1.8091 1.4542 -1.9606
C 0.4182 -1.9172 3.4435
C -3.6944 2.5862 1.0441
C 2.9156 -2.7288 -0.0651
C 2.4360 -1.1996 -3.5652
C 1.4749 -2.8500 3.6580
C 3.2091 -2.4808 -3.8675
C -0.2114 3.0723 -2.1429
C 0.9308 -6.0496 -0.5634
C 1.9738 -5.0790 -0.0139
C 1.3251 -2.6591 6.0569
C -4.0665 5.8091 -0.7369
C -3.7096 0.6295 2.2310
C -2.2965 3.3868 -3.2575
C 0.2906 -1.7727 5.8972
C 3.0593 -0.3810 -2.4327
C -2.6996 2.1537 -2.7561
C -2.7671 6.3173 -0.7377
C -1.9098 4.3150 0.4049
C -3.1761 4.1456 -4.0884
C 1.9185 -3.1967 4.9068
C -0.1822 -1.3872 4.6317
H 1.5490 -3.5174 -4.7909
H 2.4084 -0.5888 -4.4738
H 2.5877 -2.6551 -5.9308
H -4.7680 2.5871 1.3004
H -0.6908 4.8113 -3.3275
H -0.1847 -1.3396 6.7724
H -3.7384 0.1515 4.3349
H 1.7562 -3.6738 -1.6300
H 3.2350 -3.1079 -2.9729
H 2.7451 -3.8899 5.0124
H 3.0117 -2.8108 1.0164
H 2.7526 0.6601 -2.5228
H 1.0812 -7.0485 -0.1514
H 0.9992 -6.1148 -1.6505
H -0.0738 -5.7135 -0.3033
H -3.6817 1.7644 -2.9830
H 1.9759 -3.2262 2.7800
H 1.9082 -5.0602 1.0768
H -4.8787 6.3793 -1.1665
H 0.7897 3.3757 -1.8603
H -3.5930 -0.3818 1.8321
H 1.4004 -1.4531 -3.3109
H -2.0778 0.4894 -1.5465
H 4.2410 -2.2216 -4.1197
H 1.6826 -2.9293 7.0415
H 2.9728 -5.4379 -0.2782
H 3.8678 -3.0352 -0.5071
H -4.7800 0.8816 2.3071
H -2.5780 7.2809 -1.1972
H -0.7317 6.0094 -0.1649
H 0.9793 -0.6368 -0.5301
H -1.9067 -0.4914 5.5316
H 4.1492 -0.3918 -2.5191
H -3.0008 1.7267 3.9217
H -5.2990 4.1793 -0.1327
H 3.1267 -4.1846 -5.2158
H 0.8376 -3.2612 -0.1826
```

The value obtained for the HOMO-LUMO gap is 5.72 eV. Its net charge is -1. As for the relative energy (zero: lowest compared OMol25 entry of this formula, charge and spin): 49.94 kcal per mole.

***

# 3
An isolated ion of composition C3H5N4S3 and charge +1 at a distorted geometry. Source: OMol25; level of theory: the ωB97M-V functional and the def2-TZVPD basis.

XYZ file:
```
15
Properties=species:S:1:pos:R:3
S 3.3486 -0.7269 0.4255
S 0.0988 2.3897 -0.0630
S -1.6267 -1.5261 -1.1388
N -0.7522 -0.7353 0.0959
N 1.5642 0.3678 -1.1681
N -1.4730 0.2645 0.8401
N 2.0249 -0.3534 -0.2663
C 0.3483 -1.3004 0.6847
C -1.1106 1.4527 0.9053
C 0.5230 1.1577 -1.2950
H 0.1022 1.4089 -2.2086
H -2.6494 -1.1197 -0.5646
H -1.4990 1.9765 1.7188
H 0.4452 -0.9689 1.6339
H 0.6559 -2.2870 0.4001
```

As for the SMILES: C=[N+](S)/N=C\S/C=N\N=S. The value obtained for the HOMO-LUMO gap is 7.26 eV. Its net charge is +1. As for the relative energy (zero: lowest compared OMol25 entry of this formula, charge and spin): 133.43 kcal per mole.